(1)
Molecular formula: C20H42CuNPSi2
Method: DFT, ωB97M-V with the def2-TZVPD basis set

Positions of all 67 atoms, in Å:
C1 -2.784 0.209 -3.987
C2 -2.601 -1.023 -3.370
C3 -1.852 -1.132 -2.189
C4 -1.322 -0.001 -1.579
C5 -1.477 1.231 -2.225
C6 -2.243 1.349 -3.398
C7 -1.679 -2.493 -1.588
C8 -0.229 -2.993 -1.502
N1 0.769 -1.922 -1.211
Cu1 -0.285 -0.343 0.095
C9 -0.792 2.449 -1.659
P1 0.791 1.788 -0.986
H1 -3.054 -1.925 -3.787
H2 -2.388 2.351 -3.821
H3 -3.365 0.296 -4.907
H4 -1.360 2.894 -0.826
H5 -0.593 3.225 -2.416
H6 -2.109 -2.494 -0.576
H7 -2.221 -3.238 -2.186
H8 -0.144 -3.755 -0.716
C10 1.430 3.247 -0.099
C11 1.745 1.929 -2.560
H9 0.063 -3.472 -2.457
C12 1.339 -1.444 -2.480
C13 1.885 -2.401 -0.383
H10 0.220 1.017 1.346
H11 1.822 -2.283 -3.011
H12 0.560 -1.034 -3.123
H13 2.098 -0.678 -2.291
H14 2.478 -3.154 -0.925
H15 2.539 -1.562 -0.125
H16 1.505 -2.835 0.542
H17 1.740 2.981 -2.887
H18 2.777 1.604 -2.370
H19 1.309 1.307 -3.356
H20 1.537 4.099 -0.786
H21 0.763 3.515 0.730
H22 2.414 2.974 0.305
H23 0.891 0.632 1.167
C14 -1.638 -3.197 4.145
Si1 -0.535 -2.741 2.666
C15 1.224 -2.560 3.322
C16 -0.568 -4.337 1.666
C17 -1.112 -1.167 1.740
Si2 -1.648 0.105 3.060
C18 -0.391 0.201 4.478
C19 -1.815 1.891 2.472
C20 -3.348 -0.311 3.777
H24 -1.269 -4.169 4.511
H25 -2.686 -3.336 3.841
H26 -1.619 -2.493 4.986
H27 1.464 -3.498 3.846
H28 1.958 -2.424 2.517
H29 1.336 -1.735 4.035
H30 -1.453 -4.420 1.019
H31 0.333 -4.507 1.062
H32 -0.624 -5.158 2.400
H33 -2.053 -1.440 1.213
H34 0.610 0.454 4.102
H35 -0.714 1.021 5.138
H36 -0.309 -0.703 5.096
H37 -2.510 1.979 1.626
H38 -2.232 2.479 3.307
H39 -0.867 2.375 2.197
H40 -4.120 -0.245 2.997
H41 -3.424 -1.298 4.245
H42 -3.596 0.439 4.540

Properties
HOMO level (alpha / beta): -7.3 / -7.5 eV
Gap between HOMO and LUMO (alpha / beta): 7.84 / 6.85 eV
Expectation value of S²: 0.7576
LUMO energy (alpha / beta): 0.55 / -0.62 eV
Charge: 0
Multiplicity: 2

Atomic partial charges in e from the natural (NBO) method, atoms 1 to 6: atom 1 (C): -0.2259, atom 2 (C): -0.2442, atom 3 (C): 0.0237, atom 4 (C): -0.3519, atom 5 (C): -0.1022, atom 6 (C): -0.2199

(2)
Molecular formula: C20H42F6MnN6O12S2
Method: DFT, ωB97M-V with the def2-TZVPD basis set

Positions of all 89 atoms, in Å:
Mn1 1.772 -0.509 3.497
C1 -0.605 -0.675 -0.196
F1 -1.129 -0.195 -1.306
F2 -1.478 -0.428 0.789
F3 -0.386 -1.974 -0.332
S1 0.992 0.213 0.243
O1 0.519 1.579 0.432
O2 1.464 -0.372 1.517
O3 1.884 0.113 -0.879
C2 0.628 -4.331 4.626
F4 -0.275 -4.377 3.663
F5 0.257 -3.440 5.548
F6 0.708 -5.533 5.173
S2 2.340 -3.832 3.966
O4 2.681 -4.822 2.978
O5 2.032 -2.499 3.408
O6 3.250 -3.744 5.095
C3 -6.104 -3.426 0.582
O7 -6.821 -3.843 1.463
N1 -4.985 -2.680 0.792
C4 -4.180 -2.168 -0.284
C5 -4.528 -2.457 2.165
H1 -6.246 -3.611 -0.495
H2 -4.038 -1.085 -0.273
H3 -4.647 -2.516 -1.204
H4 -3.158 -2.560 -0.229
H5 -4.429 -1.376 2.280
H6 -5.260 -2.848 2.866
H7 -3.578 -2.974 2.316
C6 -1.470 -0.762 4.221
O8 -0.284 -0.765 3.866
N2 -2.350 0.197 3.981
C7 -3.623 0.221 4.721
C8 -2.018 1.470 3.361
H8 -1.850 -1.590 4.826
H9 -4.348 0.580 3.990
H10 -3.617 0.917 5.557
H11 -3.904 -0.787 5.017
H12 -2.165 2.258 4.103
H13 -1.081 1.490 2.813
H14 -2.792 1.711 2.624
C9 -2.724 3.445 -0.550
O9 -3.628 4.104 -0.076
N3 -2.230 3.658 -1.793
C10 -1.080 2.937 -2.318
C11 -2.896 4.504 -2.767
H15 -2.153 2.627 -0.074
H16 -0.466 3.714 -2.784
H17 -1.293 2.196 -3.092
H18 -0.443 2.495 -1.556
H19 -2.562 5.541 -2.693
H20 -2.701 4.116 -3.764
H21 -3.971 4.515 -2.588
C12 4.552 -4.405 -0.090
O10 5.659 -4.834 -0.405
N4 3.586 -4.106 -0.950
C13 2.338 -3.438 -0.591
C14 3.721 -4.358 -2.359
H22 4.312 -4.173 0.956
H23 1.525 -4.155 -0.697
H24 2.326 -2.554 -1.230
H25 2.362 -3.048 0.427
H26 4.569 -4.971 -2.647
H27 2.885 -5.002 -2.676
H28 3.599 -3.475 -2.987
C15 2.160 6.678 -0.215
O11 3.135 7.231 -0.689
N5 1.778 5.398 -0.354
C16 0.626 4.922 0.384
C17 2.570 4.446 -1.128
H29 1.463 7.263 0.412
H30 -0.083 4.518 -0.352
H31 -0.076 5.626 0.832
H32 0.890 4.114 1.065
H33 3.111 3.794 -0.437
H34 1.949 3.811 -1.757
H35 3.310 4.962 -1.732
C18 3.141 1.472 -3.727
O12 3.557 2.600 -3.972
N6 3.114 0.445 -4.582
C19 3.285 0.558 -6.015
C20 2.706 -0.860 -4.049
H36 2.894 1.150 -2.710
H37 3.673 1.524 -6.317
H38 2.334 0.296 -6.484
H39 4.020 -0.179 -6.350
H40 1.678 -1.011 -4.376
H41 3.417 -1.602 -4.431
H42 2.881 -1.059 -2.993

Properties
HOMO level (alpha / beta): -9.1 / -9.1 eV
Gap between HOMO and LUMO (alpha / beta): 6.32 / 6.30 eV
Expectation value of S²: 8.7528
LUMO energy (alpha / beta): -2.75 / -2.78 eV
Charge: 0
Multiplicity: 6

Atomic partial charges in e from the Mulliken method, atoms 1 to 6: atom 1 (Mn): 1.2274, atom 2 (C): 0.5161, atom 3 (F): -0.1801, atom 4 (F): -0.0677, atom 5 (F): -0.1818, atom 6 (S): -0.3177

(3)
Molecular formula: C20H42N2O10
Method: DFT, ωB97M-V with the def2-TZVPD basis set

Positions of all 74 atoms, in Å:
C1 34.970 21.005 8.353
N1 33.928 21.289 9.386
O1 33.430 22.414 9.408
O2 33.717 20.303 10.119
H1 35.153 19.942 8.201
H2 35.791 21.651 8.665
H3 34.861 21.387 7.338
C2 31.306 16.079 12.152
N2 30.650 15.207 11.061
O3 31.247 15.186 9.994
O4 29.580 14.714 11.398
H4 31.078 15.521 13.060
H5 30.758 16.985 12.413
H6 32.390 16.088 12.043
C3 39.463 19.935 13.329
C4 39.800 19.317 14.481
C5 39.219 18.129 14.853
C6 38.114 17.673 14.137
C7 37.718 18.316 12.961
C8 38.422 19.406 12.494
H7 39.934 20.897 13.187
H8 40.584 19.749 15.085
H9 39.660 17.669 15.725
H10 37.564 16.791 14.433
H11 36.903 18.026 12.315
H12 38.160 19.925 11.584
C9 22.931 8.737 16.116
O5 23.363 10.052 16.095
C10 24.584 10.222 16.938
C11 25.635 11.070 16.126
O6 26.955 11.261 16.726
C12 27.817 12.288 16.119
H13 22.802 8.294 17.104
H14 23.556 8.039 15.559
H15 21.938 8.730 15.667
H16 25.063 9.323 17.328
H17 24.197 10.774 17.794
H18 25.303 12.103 16.021
H19 25.676 10.665 15.115
H20 27.524 13.237 16.569
H21 27.591 12.313 15.053
H22 28.857 12.268 16.446
C13 23.392 15.242 10.359
O7 22.741 16.467 10.027
C14 21.751 16.271 9.085
C15 21.090 17.640 8.706
O8 20.690 18.508 9.790
C16 19.787 17.844 10.637
H23 24.213 15.384 11.062
H24 23.880 14.757 9.514
H25 22.777 14.474 10.829
H26 21.056 15.502 9.423
H27 22.177 15.663 8.288
H28 20.269 17.420 8.024
H29 21.893 18.195 8.221
H30 20.186 17.076 11.300
H31 19.045 17.315 10.038
H32 19.127 18.481 11.224
C17 37.214 8.563 11.348
O9 37.282 9.905 10.973
C18 37.290 10.304 9.605
C19 36.587 11.579 9.437
O10 35.193 11.421 9.320
C20 34.658 11.165 10.671
H33 36.393 8.071 10.827
H34 36.859 8.587 12.378
H35 38.188 8.097 11.204
H36 37.074 9.485 8.919
H37 38.359 10.514 9.572
H38 36.974 12.117 8.572
H39 36.818 12.293 10.227
H40 34.717 11.964 11.409
H41 35.068 10.262 11.123
H42 33.582 10.994 10.690

Properties
HOMO level: -9.2 eV
Gap between HOMO and LUMO: 9.17 eV
SMILES: C[N+](=O)[O-].C[N+](=O)[O-].c1ccccc1.COCCOC.COCCOC.COCCOC
LUMO energy: -0.08 eV
Charge: 0

Atomic partial charges in e from the Mulliken method, atoms 1 to 6: atom 1 (C): -0.7261, atom 2 (N): 0.7994, atom 3 (O): -0.4958, atom 4 (O): -0.4760, atom 5 (H): 0.3106, atom 6 (H): 0.2778